Computed, not measured: a cluster of 25 separate species, C9H66NO25 in total, with ωB97M-V with the def2-TZVPD basis set.

Summary:
Spin multiplicity: 2
Strongest force on any atom in eV/Å: 5.15
Energy relative to the best compared isomer or geometry (same formula, charge and spin) in kJ/mol: 0.0

```
101
C9H66NO25 ωB97M-V with the def2-TZVPD basis set
C 0.51386 2.85039 1.20079
C -0.08456 1.67315 0.36839
C 0.43581 1.98575 -1.05299
C 0.26961 0.80381 -1.99141
C 0.89462 -0.43973 -1.44091
C 0.34124 -0.90078 -0.02034
N 0.34505 0.29144 0.88768
O 0.30015 0.05235 2.27776
C 1.19551 -2.08465 0.43910
C -1.10875 -1.36599 -0.20026
C -1.66593 1.75942 0.47456
H 0.11952 2.91265 2.21505
H 0.27272 3.81595 0.75623
H 1.60278 2.81155 1.22979
H 1.47984 2.29363 -1.11039
H -0.20071 2.77988 -1.44324
H 0.80827 0.91915 -2.93196
H -0.79152 0.67735 -2.20616
H 1.98299 -0.38153 -1.45420
H 0.80494 -1.26492 -2.14739
H 0.87697 -2.76470 1.22915
H 2.15726 -1.67646 0.74977
H 1.35138 -2.75017 -0.40995
H -1.18639 -2.44141 -0.36007
H -1.56932 -0.95190 -1.09720
H -1.77059 -1.14088 0.63604
H -2.17138 1.68617 1.43750
H -2.14709 0.94320 -0.06432
H -2.12497 2.56171 -0.10311
O 2.24766 2.47472 4.51308
H 1.62857 1.80404 4.22474
H 2.16790 3.17112 3.86124
O -0.55847 3.52330 -4.06200
H 0.24872 3.93331 -4.37275
H -0.34299 2.59346 -3.98989
O -2.43838 -1.17392 3.12658
H -1.56585 -0.78650 3.05705
H -2.28508 -2.04751 3.48653
O 1.23376 -2.46251 3.81087
H 0.60010 -1.85104 4.18610
H 1.37422 -2.14520 2.91879
O -0.95785 -5.06893 0.24915
H -0.61494 -4.82438 1.10871
H -1.49292 -5.84485 0.41612
O -5.00605 1.84125 0.27326
H -4.52219 1.51251 1.03091
H -5.63791 1.15044 0.07386
O -4.11974 1.50031 -2.76651
H -3.50875 1.40358 -2.03606
H -4.93863 1.78203 -2.35872
O 3.45148 -3.40812 -2.05865
H 3.62458 -4.18663 -1.52932
H 3.66169 -2.67394 -1.48158
O -5.11632 -0.20752 2.54461
H -4.19686 -0.02746 2.74058
H -5.21044 -1.15037 2.68034
O -0.37131 -4.87069 3.10226
H -0.93081 -5.29384 3.75352
H -0.05042 -4.08122 3.53815
O 4.69091 1.04935 -2.67871
H 4.03400 0.39831 -2.43201
H 5.06757 1.33724 -1.84716
O 4.04262 2.97890 0.13836
H 4.02331 3.68376 0.78568
H 3.55540 2.26380 0.54760
O 3.13495 0.71830 1.31482
H 3.34700 -0.21493 1.33344
H 2.17915 0.74812 1.35709
O 2.33826 -5.50305 -0.68334
H 2.68842 -4.95832 0.02156
H 1.42814 -5.66289 -0.43360
O 2.35025 4.79563 -1.29301
H 2.38144 5.17583 -0.41511
H 2.55487 3.86991 -1.16104
O -3.08187 -0.47180 -4.22209
H -3.66759 0.18470 -3.84502
H -2.21350 -0.07135 -4.17960
O -4.21782 -3.10120 1.80936
H -3.58183 -2.53419 2.24554
H -3.75830 -3.42614 1.03510
O 0.10238 6.28879 -1.78763
H -0.60522 5.64718 -1.84987
H 0.86951 5.77607 -1.53295
O 2.70164 5.26817 1.52789
H 1.87640 5.53109 1.93543
H 3.29921 5.99448 1.70569
O -4.65996 -2.31419 -2.04617
H -4.17639 -2.84443 -2.67961
H -4.23593 -1.45662 -2.07766
O -2.16116 -5.12024 -2.22721
H -1.53549 -4.84853 -1.55568
H -1.91276 -4.61862 -3.00368
O 5.05772 -1.40521 1.08126
H 5.63482 -0.84504 0.56222
H 5.52916 -1.53913 1.90348
O 0.41721 0.39300 -5.84445
H -0.25845 -0.23877 -5.59833
H 1.24279 -0.05003 -5.64859
O -0.47473 0.41375 4.91363
H -1.10278 1.13608 4.91727
H -0.20734 0.33284 3.99811
```